Record 1
Molecular formula: C2H10NS
Method: DFT, ωB97M-V/def2-TZVPD

Geometry (Å):
1 N -0.96 2.47 -0.34
2 H -0.58 2.72 -1.25
3 H -0.23 2.49 0.36
4 H -1.63 3.20 -0.12
5 H -1.26 -0.42 0.48
6 C 1.13 0.07 0.10
7 S -0.35 -0.71 -0.46
8 C -0.15 -2.44 0.05
9 H 1.31 0.95 -0.50
10 H 2.05 -0.50 0.10
11 H 1.00 0.45 1.07
12 H -0.05 -2.42 1.14
13 H -1.02 -3.03 -0.21
14 H 0.75 -2.84 -0.42

Properties
net charge = +1
spin multiplicity = 1

=====

Record 2
Molecular formula: C2H10NS2
Method: DFT, ωB97M-V/def2-TZVPD

Geometry (Å):
1 C -1.63 -1.14 -3.52
2 N -1.28 -0.95 -2.05
3 H -1.84 -2.20 -3.69
4 H -2.58 -0.65 -3.69
5 H -0.85 -0.73 -4.14
6 H -0.64 -1.65 -1.69
7 H -2.12 -0.94 -1.47
8 H -0.82 -0.04 -2.01
9 C 1.24 -0.91 2.21
10 S 1.06 0.89 2.00
11 S 0.09 0.88 0.13
12 H 2.26 -1.11 2.51
13 H 1.12 -1.41 1.25
14 H 0.51 -1.24 2.94
15 H -0.50 2.08 0.19

Properties
net charge = +1
spin multiplicity = 1

=====

Energy relative to the best compared isomer or geometry (same formula, charge and spin) across the listed records, respectively: 22.9; 20.5 kcal per mole.